(1)
A 2-piece molecular cluster, C8H19N2O2S overall. Source: the Open Molecules 2025 dataset; level of theory: ωB97M-V with the def2-TZVPD basis set.

Results
total energy = -26511.2319 eV
lowest unoccupied orbital energy (spin up / spin down) = 0.1200 / 0.1202 hartree
charge = -1
spin multiplicity = 1
orbital gap (spin up / spin down) = 7.786 / 7.006 eV
ΔE to the lowest compared entry with this formula, charge and spin = 47.43 kcal per mole
molar mass = 207.319 u

Each atom is followed by the atoms it is bonded to, with distances in Å.
Geometry (Å):
1 S -2.56108 -2.52129 -1.42446  O2 1.481, O3 1.442, N5 1.604
2 O -3.31810 -1.29986 -1.06590  S1 1.481
3 O -2.39941 -3.63278 -0.52039  S1 1.442
4 N 0.42654 -0.64116 -0.43217  C8 1.391, C9 1.456
5 N -1.07209 -2.04658 -1.78627  S1 1.604, H24 0.976
6 C -1.32609 -0.56049 1.30420  C9 1.515, H16 1.083, H18 1.148, H20 1.073
7 C 0.52800 0.47530 -2.48260  C8 1.557, H15 1.096, H17 1.075, H30 1.084
8 C 0.05233 0.57113 -1.00313  N4 1.391, C7 1.557, C10 1.587, C11 1.583
9 C 0.07750 -0.99599 0.93633  N4 1.456, C6 1.515, C12 1.558, C13 1.579
10 C 0.67937 1.90019 -0.40291  C8 1.587, H23 1.101, H25 1.081, H31 1.073
11 C -1.46361 1.01787 -1.10205  C8 1.583, H27 1.145, H28 1.084, H29 1.076
12 C 1.11252 -0.47251 1.97588  C9 1.558, H14 1.094, H19 1.071, H21 1.128
13 C 0.24678 -2.56277 1.03447  C9 1.579, H22 1.039, H26 1.060, H32 1.099
14 H 1.21148 -1.14819 2.83008  C12 1.094
15 H 0.39023 1.49533 -2.85951  C7 1.096
16 H -1.78397 -0.81873 2.25096  C6 1.083
17 H 1.54599 0.24467 -2.22547  C7 1.075
18 H -2.06829 -1.02756 0.56366  C6 1.148
19 H 0.81252 0.48658 2.34716  C12 1.071
20 H -1.38079 0.47495 1.02646  C6 1.073
21 H 2.13290 -0.23995 1.55636  C12 1.128
22 H -0.49426 -3.00478 0.45511  C13 1.039
23 H 0.42502 2.73262 -1.07695  C10 1.101
24 H -0.65568 -2.92622 -1.86527  N5 0.976
25 H 1.73827 1.78117 -0.21858  C10 1.081
26 H 0.05067 -2.87477 2.02887  C13 1.060
27 H -2.14313 0.11195 -0.93323  C11 1.145
28 H -1.53672 1.58955 -2.02026  C11 1.084
29 H -1.69291 1.70895 -0.31023  C11 1.076
30 H -0.13178 -0.28377 -2.88589  C7 1.084
31 H 0.17756 2.18804 0.50060  C10 1.073
32 H 1.31555 -2.68145 0.80792  C13 1.099

(2)
One molecule with the formula C8H19N2OPS. Source: the Open Molecules 2025 dataset; level of theory: ωB97M-V with the def2-TZVPD basis set.

Results
total energy = -33754.3240 eV
structure (SMILES) = CCNP(S)OCC/C=N/C(C)C
lowest unoccupied orbital energy = 0.0336 hartree
spin multiplicity = 1
orbital gap = 9.484 eV
molar mass = 222.294 u

Each atom is followed by the atoms it is bonded to, with distances in Å.
Geometry (Å):
1 S 4.75894 0.28066 -0.92652  P2 2.210, H30 1.448
2 P 2.59358 0.14539 -0.50728  S1 2.210, O3 1.629, N5 1.721
3 O 2.60790 1.49650 0.40204  P2 1.629, C10 1.458
4 N -0.99059 1.15342 -0.25215  C8 1.223, C13 1.428
5 N 2.49806 -1.08904 0.68878  P2 1.721, C6 1.428, H17 0.966
6 C 1.98903 -2.38075 0.35643  N5 1.428, C9 1.587, H15 1.060, H32 1.045
7 C 0.50810 1.38004 1.59141  C8 1.488, C10 1.495, H22 1.082, H28 1.116
8 C -0.71258 0.87625 0.90662  N4 1.223, C7 1.488, H26 1.145
9 C 1.14057 -2.84002 1.61600  C6 1.587, H16 1.105, H21 1.080, H31 1.106
10 C 1.37796 2.21615 0.70850  O3 1.458, C7 1.495, H18 1.084, H23 1.104
11 C -2.16236 -0.29823 -1.76348  C13 1.549, H14 1.052, H20 1.205, H25 1.065
12 C -2.78328 2.10741 -1.46164  C13 1.525, H19 1.081, H24 1.104, H29 1.199
13 C -2.30005 0.85516 -0.73798  N4 1.428, C11 1.549, C12 1.525, H27 1.048
14 H -1.69345 0.09050 -2.62111  C11 1.052
15 H 1.39171 -2.36638 -0.51924  C6 1.060
16 H 1.59842 -3.84081 1.71499  C9 1.105
17 H 3.17626 -1.11745 1.37598  N5 0.966
18 H 0.85643 2.37097 -0.22866  C10 1.084
19 H -2.01535 2.32496 -2.19136  C12 1.081
20 H -3.27874 -0.73149 -1.89880  C11 1.205
21 H 1.33416 -2.02444 2.29733  C9 1.080
22 H 0.94519 0.43523 1.88802  C7 1.082
23 H 1.70239 3.19909 1.09343  C10 1.104
24 H -2.84248 2.89724 -0.69231  C12 1.104
25 H -1.49413 -0.98279 -1.29587  C11 1.065
26 H -1.53991 0.39707 1.53591  C8 1.145
27 H -2.87144 0.61386 0.10639  C13 1.048
28 H 0.19115 2.08764 2.39437  C7 1.116
29 H -3.81280 1.89160 -2.03602  C12 1.199
30 H 4.44094 1.10911 -2.07086  S1 1.448
31 H 0.11883 -2.77146 1.19687  C9 1.106
32 H 2.83289 -2.98630 0.23894  C6 1.045

(3)
An isolated ion of composition C8H19N5O7P3 and charge +1. Source: the Open Molecules 2025 dataset; level of theory: ωB97M-V with the def2-TZVPD basis set.

Results
total energy = -58246.3218 eV
lowest unoccupied orbital energy = -0.1485 hartree
charge = +1
spin multiplicity = 1
orbital gap = 8.727 eV
ΔE to the lowest compared entry with this formula, charge and spin = 0.00 kcal per mole
molar mass = 390.190 u

Each atom is followed by the atoms it is bonded to, with distances in Å.
Geometry (Å):
1 P -2.97886 -0.35791 2.75448  O5 1.626, O9 1.623, N15 1.776
2 P -2.54013 0.81714 -0.71625  O6 1.465, N14 1.752, H31 1.405, H36 1.395
3 P 1.80804 -2.51101 -1.69231  O7 1.606, O8 1.636, C23 1.904
4 O -0.93792 -1.96340 2.96684  N15 1.378, C19 1.446
5 O -2.78197 1.23163 2.47239  P1 1.626, H26 0.967
6 O -1.91219 2.02626 -1.25367  P2 1.465
7 O 2.09603 -3.70738 -0.65994  P3 1.606, H33 0.969
8 O 3.04193 -1.48588 -1.37355  P3 1.636, H25 0.965
9 O -4.18801 -0.78826 1.76081  P1 1.623, H28 0.966
10 O 1.59027 0.14422 -3.84696  C22 1.197
11 N 1.02730 1.88737 -2.50942  C16 1.476, C21 1.491, C22 1.383
12 N 0.12043 -1.86322 0.53862  C18 1.328, C23 1.335
13 N -0.42229 -0.72316 -1.24313  N14 1.384, C17 1.470, C23 1.330
14 N -1.31954 -0.35301 -0.25616  P2 1.752, N13 1.384, C18 1.391
15 N -1.53396 -1.11886 2.05510  P1 1.776, O4 1.378, C18 1.354
16 C 2.25444 2.48157 -3.07468  N11 1.476, H27 1.083, H29 1.088, H30 1.091
17 C -0.34863 -0.26369 -2.63769  N13 1.470, C22 1.543, H24 1.087, H32 1.087
18 C -0.93736 -1.11864 0.84017  N12 1.328, N14 1.391, N15 1.354
19 C 0.23438 -1.41315 3.60924  O4 1.446, C20 1.515, H39 1.091, H42 1.087
20 C 0.28614 0.09311 3.75990  C19 1.515, H34 1.092, H38 1.088, H40 1.089
21 C 1.11711 1.94081 -1.02222  N11 1.491, H35 1.087, H37 1.087, H41 1.085
22 C 0.86244 0.61311 -3.01978  O10 1.197, N11 1.383, C17 1.543
23 C 0.41852 -1.62264 -0.74059  P3 1.904, N12 1.335, N13 1.330
24 H -0.24465 -1.15848 -3.24627  C17 1.087
25 H 2.79046 -0.79721 -0.74581  O8 0.965
26 H -2.15899 1.60584 3.11092  O5 0.967
27 H 2.18620 2.58667 -4.15030  C16 1.083
28 H -3.90968 -1.20534 0.93477  O9 0.966
29 H 2.38184 3.47698 -2.65369  C16 1.088
30 H 3.13286 1.90390 -2.78380  C16 1.091
31 H -3.27161 0.14937 -1.71249  P2 1.405
32 H -1.25456 0.23960 -2.96457  C17 1.087
33 H 2.90023 -3.54330 -0.14475  O7 0.969
34 H -0.46453 0.40921 4.48751  C20 1.092
35 H 1.10098 0.96631 -0.54187  C21 1.087
36 H -3.36640 1.07568 0.37713  P2 1.395
37 H 2.05456 2.41531 -0.74184  C21 1.087
38 H 0.18425 0.64518 2.82810  C20 1.088
39 H 1.11078 -1.76532 3.06269  C19 1.091
40 H 1.24693 0.33507 4.21084  C20 1.089
41 H 0.32932 2.57877 -0.63418  C21 1.085
42 H 0.29584 -1.86326 4.59642  C19 1.087

(4)
A 3-piece molecular cluster, C8H19NO overall. Source: the Open Molecules 2025 dataset; level of theory: ωB97M-V with the def2-TZVPD basis set.

Results
total energy = -12140.9527 eV
structure (SMILES) = CCC(C)=O.C=CC.CN
lowest unoccupied orbital energy = 0.0336 hartree
spin multiplicity = 1
orbital gap = 9.695 eV
ΔE to the lowest compared entry with this formula, charge and spin = 38.24 kcal per mole
molar mass = 145.246 u

Each atom is followed by the atoms it is bonded to, with distances in Å.
Geometry (Å):
1 O 0.79696 -1.15765 1.13835  C10 1.217
2 N 2.30345 1.03805 -0.57098  C6 1.454, H16 1.014, H18 1.014
3 C -0.98350 -2.34734 0.05991  C4 1.523, C10 1.512, H21 1.092, H27 1.090
4 C -0.35026 -1.97578 -1.27444  C3 1.523, H11 1.087, H17 1.089, H28 1.088
5 C -0.98398 2.07450 -0.25081  C7 1.318, C8 1.487, H20 1.083
6 C 2.37545 0.66463 -1.97385  N2 1.454, H13 1.099, H23 1.089, H26 1.090
7 C -1.84320 1.31966 0.40345  C5 1.318, H19 1.079, H29 1.080
8 C -0.03684 3.03280 0.37864  C5 1.487, H14 1.093, H15 1.085, H24 1.090
9 C -1.07858 -1.70286 2.51759  C10 1.505, H12 1.088, H22 1.088, H25 1.087
10 C -0.30110 -1.67435 1.22874  O1 1.217, C3 1.512, C9 1.505
11 H -0.89729 -2.43153 -2.09518  C4 1.087
12 H -2.06126 -1.25856 2.37439  C9 1.088
13 H 2.91831 -0.27223 -2.16341  C6 1.099
14 H 0.97822 2.75400 0.08475  C8 1.093
15 H -0.11368 3.01130 1.46047  C8 1.085
16 H 3.23840 1.10087 -0.18344  N2 1.014
17 H 0.68413 -2.31386 -1.31089  C4 1.089
18 H 1.80750 0.32932 -0.04162  N2 1.014
19 H -2.53447 0.65984 -0.09707  C7 1.079
20 H -0.95954 2.04395 -1.33265  C5 1.083
21 H -0.91064 -3.42428 0.22569  C3 1.092
22 H -1.21047 -2.73621 2.83086  C9 1.088
23 H 1.36652 0.55723 -2.36899  C6 1.089
24 H -0.23073 4.04728 0.03108  C8 1.090
25 H -0.54077 -1.16589 3.29513  C9 1.087
26 H 2.88210 1.45973 -2.52114  C6 1.090
27 H -2.04247 -2.08726 0.07021  C3 1.090
28 H -0.36213 -0.89472 -1.39610  C4 1.088
29 H -1.91011 1.34934 1.48130  C7 1.080

Look up the spin multiplicity of the third one. 1